1) Entry from the OMol25 dataset: 16 unconnected molecules or ions with the total composition C36H104O16 (ωB97M-V with the def2-TZVPD basis set).

Geometry as XYZ:
```
156
Properties=species:S:1:pos:R:3
C 18.123 13.120 12.885
O 18.277 12.406 11.716
H 18.869 13.912 12.956
H 17.163 13.635 12.860
H 18.180 12.462 13.753
H 18.874 11.681 11.912
C 15.917 16.353 11.972
O 15.566 16.588 13.273
H 15.102 16.446 11.255
H 16.736 17.022 11.705
H 16.262 15.328 11.837
H 16.344 16.523 13.831
C 11.107 18.796 15.205
O 10.151 18.396 14.280
H 10.633 18.849 16.185
H 11.858 18.022 15.360
H 11.609 19.743 15.003
H 9.557 19.139 14.149
C 14.484 11.575 17.534
O 14.983 10.766 18.521
H 13.573 11.128 17.136
H 14.187 12.536 17.953
H 15.134 11.715 16.670
H 14.749 9.846 18.380
C 11.355 12.877 18.781
O 11.061 12.819 20.189
H 12.080 13.665 18.580
H 11.735 11.887 18.532
H 10.525 13.125 18.120
H 10.663 13.635 20.500
C 12.818 18.190 12.413
O 13.953 18.805 12.973
H 11.959 18.848 12.274
H 13.073 17.829 11.417
H 12.490 17.386 13.072
H 14.628 18.131 13.079
C 7.696 15.395 13.518
C 8.511 15.329 14.835
C 8.404 13.867 15.450
O 9.821 15.604 14.555
H 6.684 15.070 13.760
H 8.229 14.739 12.831
H 7.680 16.404 13.104
H 8.233 16.108 15.545
H 8.740 13.004 14.875
H 7.335 13.727 15.612
H 8.956 13.775 16.385
H 9.837 16.551 14.398
C 16.428 10.173 14.632
C 16.226 8.950 15.519
C 15.256 7.891 14.961
O 17.605 8.430 15.677
H 16.831 9.921 13.652
H 17.076 10.909 15.107
H 15.460 10.625 14.416
H 15.798 9.203 16.489
H 15.574 7.420 14.031
H 14.352 8.467 14.766
H 14.984 7.100 15.660
H 17.517 7.608 16.164
C 9.952 16.333 18.359
C 9.486 16.130 19.860
C 8.399 15.120 20.052
O 10.571 15.618 20.541
H 10.818 16.991 18.287
H 9.201 16.741 17.682
H 10.253 15.422 17.843
H 9.264 17.126 20.244
H 7.571 15.527 19.471
H 8.075 15.044 21.090
H 8.705 14.109 19.785
H 11.215 16.328 20.601
C 11.320 9.129 15.952
C 11.586 10.399 15.152
C 10.622 10.497 13.959
O 11.385 11.501 15.934
H 12.240 8.756 16.403
H 10.912 8.370 15.283
H 10.627 9.203 16.790
H 12.593 10.395 14.735
H 10.700 11.469 13.472
H 9.598 10.395 14.319
H 10.767 9.727 13.201
H 11.594 12.260 15.384
C 14.563 17.729 21.713
C 13.772 17.650 20.373
C 14.016 16.404 19.476
O 12.391 17.655 20.828
H 14.477 16.836 22.332
H 14.242 18.551 22.353
H 15.635 17.677 21.526
H 13.805 18.554 19.765
H 13.985 15.503 20.088
H 15.004 16.447 19.018
H 13.242 16.312 18.714
H 12.166 18.560 21.055
C 14.758 18.648 16.263
C 15.950 19.490 16.636
C 16.729 19.929 15.385
O 15.608 20.635 17.429
H 15.055 17.732 15.753
H 14.088 19.180 15.588
H 14.228 18.313 17.155
H 16.579 18.875 17.280
H 17.129 19.129 14.762
H 17.607 20.537 15.604
H 16.020 20.479 14.766
H 15.242 21.299 16.840
C 19.276 16.678 16.638
C 18.577 15.764 15.648
C 17.523 14.897 16.302
O 17.854 16.491 14.700
H 18.555 17.297 17.171
H 20.052 17.283 16.168
H 19.851 16.110 17.369
H 19.358 15.203 15.136
H 17.176 14.128 15.613
H 16.641 15.511 16.487
H 17.762 14.393 17.238
H 18.487 17.123 14.352
C 13.148 14.800 15.759
C 12.942 14.385 14.305
C 13.962 13.529 13.668
O 11.781 13.648 14.411
H 14.015 15.455 15.846
H 13.448 14.016 16.455
H 12.288 15.264 16.241
H 12.662 15.199 13.636
H 14.143 12.669 14.312
H 14.941 14.008 13.634
H 13.737 13.232 12.644
H 11.005 14.214 14.435
C 12.038 10.370 10.590
C 13.598 10.244 10.620
C 14.118 9.909 11.980
O 14.023 9.286 9.775
H 11.664 10.837 9.680
H 11.656 10.912 11.455
H 11.589 9.382 10.695
H 14.076 11.188 10.361
H 13.657 8.999 12.364
H 13.788 10.709 12.643
H 15.206 9.851 12.013
H 13.899 9.601 8.877
C 11.217 13.899 10.478
C 11.946 14.630 9.369
C 12.367 13.701 8.245
O 10.995 15.623 8.983
H 10.618 14.517 11.147
H 11.958 13.355 11.064
H 10.517 13.217 9.995
H 12.850 15.080 9.779
H 11.531 13.157 7.805
H 13.006 12.963 8.731
H 12.878 14.246 7.451
H 11.481 16.321 8.538
```

Values from the calculation:
* spin multiplicity: 1
* HOMO: -9.205 eV
* Kohn-Sham gap: 9.5 eV


2) Entry from the OMol25 dataset: 16 unconnected molecules or ions with the total composition C36H104O16 (ωB97M-V with the def2-TZVPD basis set).

Geometry as XYZ:
```
156
Properties=species:S:1:pos:R:3
C -6.217 0.453 0.751
C -4.837 0.977 1.152
C -3.908 -0.073 1.688
O -4.233 1.418 0.027
H -6.055 -0.495 0.238
H -6.791 1.133 0.122
H -6.807 0.238 1.641
H -4.934 1.729 1.935
H -4.372 -0.488 2.583
H -2.913 0.226 2.019
H -3.682 -0.899 1.014
H -4.371 0.780 -0.677
C 4.473 -2.466 -1.023
C 4.049 -1.138 -1.770
C 3.360 -1.405 -3.097
O 3.065 -0.584 -0.893
H 5.156 -3.001 -1.683
H 3.687 -3.160 -0.724
H 5.034 -2.254 -0.114
H 4.835 -0.383 -1.771
H 2.613 -2.191 -2.987
H 4.087 -1.784 -3.815
H 2.846 -0.574 -3.578
H 3.360 0.303 -0.675
C 0.541 5.956 0.203
C 1.362 5.640 -1.080
C 0.728 6.384 -2.285
O 2.587 6.247 -0.928
H -0.529 5.755 0.161
H 0.625 7.005 0.489
H 0.896 5.267 0.969
H 1.396 4.563 -1.244
H 1.292 6.302 -3.214
H 0.553 7.441 -2.085
H -0.244 5.900 -2.381
H 3.171 5.676 -1.432
C 1.143 -4.858 -1.016
C 1.697 -6.035 -0.198
C 1.494 -7.455 -0.828
O 3.136 -5.936 -0.100
H 0.057 -4.940 -0.992
H 1.476 -4.889 -2.054
H 1.367 -3.912 -0.522
H 1.335 -5.940 0.826
H 1.470 -8.286 -0.124
H 2.301 -7.729 -1.508
H 0.539 -7.535 -1.346
H 3.290 -5.306 0.608
C -1.416 -0.523 -4.724
C -1.574 -1.917 -4.152
C -0.309 -2.728 -4.150
O -1.906 -1.798 -2.739
H -0.617 0.000 -4.199
H -2.354 0.023 -4.628
H -1.110 -0.505 -5.770
H -2.365 -2.421 -4.706
H 0.105 -2.949 -5.134
H -0.568 -3.668 -3.664
H 0.476 -2.225 -3.585
H -1.131 -1.549 -2.230
C 3.084 3.012 -3.624
C 4.271 3.744 -2.983
C 4.582 5.105 -3.678
O 4.017 3.922 -1.615
H 3.429 2.651 -4.593
H 2.213 3.664 -3.694
H 2.931 2.137 -2.991
H 5.141 3.100 -3.115
H 5.458 5.597 -3.255
H 3.679 5.698 -3.536
H 4.874 4.982 -4.721
H 4.056 3.052 -1.210
C -2.374 3.403 5.379
C -1.841 1.943 5.179
C -2.962 0.974 4.911
O -0.909 1.861 4.117
H -3.168 3.525 6.116
H -2.866 3.715 4.458
H -1.559 4.117 5.501
H -1.277 1.598 6.046
H -3.694 0.934 5.717
H -2.624 -0.045 4.727
H -3.457 1.355 4.017
H -1.267 2.111 3.262
C 0.275 -0.086 0.952
C -0.205 0.180 -0.530
C 0.290 1.488 -1.139
O 0.299 -0.901 -1.295
H -0.212 -0.973 1.357
H -0.013 0.782 1.544
H 1.346 -0.274 1.032
H -1.292 0.147 -0.453
H -0.109 1.485 -2.153
H 1.379 1.459 -1.084
H -0.124 2.346 -0.610
H 1.243 -1.057 -1.215
C -2.110 -3.832 0.584
C -3.550 -4.460 0.561
C -4.557 -3.665 -0.234
O -3.447 -5.722 -0.012
H -1.418 -4.604 0.921
H -2.116 -2.966 1.246
H -1.735 -3.435 -0.358
H -3.906 -4.583 1.584
H -4.626 -2.669 0.203
H -5.499 -4.214 -0.226
H -4.276 -3.554 -1.281
H -2.719 -6.169 0.426
C 5.143 -2.819 3.316
C 3.830 -3.524 3.341
C 2.677 -2.711 2.800
O 3.934 -4.605 2.495
H 5.947 -3.548 3.418
H 5.228 -2.055 4.089
H 5.343 -2.268 2.397
H 3.675 -3.856 4.367
H 1.734 -3.255 2.849
H 2.824 -2.515 1.738
H 2.459 -1.773 3.312
H 4.750 -5.067 2.701
C 5.303 1.359 0.488
O 3.978 1.678 0.088
H 5.656 2.315 0.874
H 5.335 0.535 1.201
H 5.975 1.068 -0.319
H 3.504 1.810 0.912
C -2.528 4.239 1.544
O -2.037 2.932 1.372
H -1.757 4.932 1.882
H -3.025 4.690 0.686
H -3.156 4.140 2.429
H -2.562 2.416 0.755
C -2.687 3.527 -2.225
O -4.083 3.505 -1.823
H -2.100 2.747 -1.738
H -2.555 3.543 -3.307
H -2.275 4.457 -1.834
H -4.215 2.808 -1.176
C -2.357 -3.089 3.903
O -3.696 -2.956 3.559
H -1.964 -4.054 3.583
H -1.804 -2.260 3.459
H -2.259 -3.024 4.987
H -4.229 -3.594 4.038
C 1.929 3.152 2.304
O 2.570 1.889 2.354
H 1.061 3.154 1.645
H 1.534 3.315 3.307
H 2.662 3.942 2.136
H 2.241 1.454 3.143
C -5.169 -0.728 -2.799
O -4.227 -0.786 -1.693
H -6.190 -1.040 -2.581
H -5.209 0.258 -3.263
H -4.801 -1.405 -3.569
H -3.422 -1.227 -1.975
```

Values from the calculation:
* spin multiplicity: 1
* HOMO: -9.272 eV
* Kohn-Sham gap: 9.6 eV


Which of them is the least stable? Correct choice: 1).


1) Entry from the OMol25 dataset: 3 unconnected molecules or ions with the total composition C5H10OS (ωB97M-V with the def2-TZVPD basis set).

Geometry as XYZ:
```
17
Properties=species:S:1:pos:R:3
O 2.721 -0.747 -0.301
C 2.060 -0.260 -1.189
C -0.008 -0.952 0.930
C 0.178 0.438 1.465
C 0.501 0.680 2.742
S -2.373 -0.297 -1.102
C -1.507 0.667 -2.377
H 1.535 -1.033 -1.801
H -1.089 -1.180 0.828
H 0.511 -1.720 1.578
H 0.438 -0.829 -0.084
H -0.309 1.182 0.764
H 1.040 -0.172 3.247
H 0.551 1.671 3.241
H -0.745 1.325 -1.980
H -1.134 0.002 -3.179
H -2.370 1.226 -2.782
```

Values from the calculation:
* spin multiplicity: 1
* HOMO: -7.284 eV
* Kohn-Sham gap: 3.3 eV


2) Entry from the OMol25 dataset: C5H10OS in the gas phase (ωB97M-V with the def2-TZVPD basis set).

Geometry as XYZ:
```
17
Properties=species:S:1:pos:R:3
O 2.903 -2.372 -1.615
C 2.183 -2.017 -0.782
C 1.894 -0.631 -0.350
C 0.485 -0.448 0.272
C -0.144 1.151 0.268
S -1.535 1.362 -0.808
C -2.949 1.146 0.285
H 1.756 -2.836 -0.201
H 2.008 0.073 -1.183
H 2.635 -0.295 0.429
H -0.215 -0.956 -0.398
H 0.582 -0.847 1.326
H -0.255 1.525 1.394
H 0.690 1.699 -0.155
H -3.447 2.113 0.495
H -3.877 0.575 -0.198
H -2.714 0.757 1.221
```

Values from the calculation:
* spin multiplicity: 1
* SMILES: CSCCCC=O
* HOMO: -8.661 eV
* Kohn-Sham gap: 9.6 eV


3) Entry from the OMol25 dataset: C5H10OS in the gas phase (ωB97M-V with the def2-TZVPD basis set).

Geometry as XYZ:
```
17
Properties=species:S:1:pos:R:3
C 0.224 -1.529 -0.493
C -1.449 -0.262 -0.873
C -0.125 -0.081 0.017
C -0.375 -0.081 1.560
C 0.855 0.910 -0.396
O -0.830 -1.566 -1.491
S -1.931 0.976 -2.096
H 1.073 -1.639 -1.279
H 0.258 -2.398 0.226
H -2.359 -0.379 -0.260
H -0.132 0.893 2.039
H 0.428 -0.661 2.191
H -1.281 -0.607 1.727
H 0.856 1.048 -1.470
H 1.921 0.732 -0.145
H 0.792 1.853 0.237
H -0.760 1.524 -2.646
```

Values from the calculation:
* spin multiplicity: 1
* SMILES: CC1(C)CO[C@@H]1S
* HOMO: -9.418 eV
* Kohn-Sham gap: 10.1 eV


Which of them is the least stable? Correct choice: 1).


1) Entry from the OMol25 dataset: 2 unconnected molecules or ions with the total composition CH3ClNO2S (ωB97M-V with the def2-TZVPD basis set).

Geometry as XYZ:
```
9
Properties=species:S:1:pos:R:3
C 3.363 -0.056 1.491
N -0.449 -1.908 1.227
O 0.160 -2.107 -1.020
O 0.041 0.219 -0.027
S 0.571 -1.133 0.006
Cl 3.297 0.303 -0.181
H 3.195 -1.144 1.635
H -1.015 -2.452 0.686
H 0.211 -2.591 1.668
```

Values from the calculation:
* charge: -1
* spin multiplicity: 1
* HOMO (spin up / spin down): -3.443 / -3.443 eV
* Kohn-Sham gap (spin up / spin down): 6.0 / 6.0 eV


2) Entry from the OMol25 dataset: a gas-phase ion, CH3ClNO2S (charge -1) (ωB97M-V with the def2-TZVPD basis set).

Geometry as XYZ:
```
9
Properties=species:S:1:pos:R:3
C 1.078 -0.265 -0.001
N -0.276 -0.613 0.444
O -2.588 0.594 0.385
O -0.472 2.330 0.073
S -1.349 0.768 -0.342
Cl -0.695 -2.230 -0.174
H 1.808 -1.122 0.366
H 1.356 -0.201 -1.145
H 1.138 0.740 0.393
```

Values from the calculation:
* charge: -1
* spin multiplicity: 1
* HOMO: -4.108 eV
* Kohn-Sham gap: 7.6 eV


Which of them is the least stable? Correct choice: 1).